This record from OMol25 describes a structure of composition C24H28F10GdN8O. The level of theory is the ωB97M-V functional and the def2-TZVPD basis.

Output
- electronic energy (eV) = -87315.5941
- E_LUMO (alpha / beta) (hartree) = -0.097 / -0.174
- charge = +1
- energy above the lowest of the compared OMol25 structures with the same formula, charge and spin (kcal per mole) = 9.7
- HOMO-LUMO gap (alpha / beta) (eV) = 7.22 / 5.00
- 2S+1 = 8
- ⟨S²⟩ = 16.04
- E_HOMO (alpha / beta) (eV) = -9.86 / -9.73

Geometry (Å):
1 Gd 0.028 0.161 0.132
2 C 3.513 -0.116 -0.203
3 N 2.588 0.652 0.639
4 C 2.814 2.096 0.429
5 C 1.919 2.635 -0.676
6 N 0.531 2.383 -0.319
7 C -0.300 3.410 0.031
8 C -0.252 4.762 -0.352
9 F 0.707 5.200 -1.191
10 C -1.190 5.695 0.060
11 F -1.072 6.955 -0.350
12 C -2.258 5.339 0.864
13 F -3.161 6.240 1.245
14 C -2.369 4.014 1.244
15 F -3.388 3.603 1.997
16 C -1.415 3.115 0.826
17 F -1.570 1.805 1.206
18 C 2.777 0.294 2.060
19 C 1.576 0.691 2.916
20 N 0.372 0.030 2.441
21 C -0.245 -0.971 3.114
22 C -0.054 -1.440 4.432
23 F 0.871 -0.881 5.232
24 C -0.801 -2.465 4.985
25 F -0.558 -2.832 6.240
26 C -1.792 -3.119 4.271
27 F -2.500 -4.109 4.817
28 C -2.018 -2.708 2.972
29 F -2.941 -3.303 2.209
30 C -1.264 -1.681 2.458
31 F -1.526 -1.323 1.142
32 H 4.555 0.065 0.086
33 H 3.397 0.176 -1.248
34 H 3.302 -1.179 -0.108
35 H 3.874 2.285 0.218
36 H 2.560 2.627 1.346
37 H 2.162 2.138 -1.625
38 H 2.145 3.690 -0.809
39 H 3.692 0.764 2.444
40 H 2.899 -0.788 2.119
41 H 1.422 1.774 2.864
42 H 1.813 0.457 3.949
43 N -0.148 0.442 -2.576
44 C -0.863 1.574 -3.200
45 C -2.367 1.376 -3.112
46 C -2.946 1.388 -1.706
47 N -2.516 0.220 -0.901
48 H 0.825 0.445 -2.870
49 H -0.542 -0.427 -2.920
50 H -0.581 1.693 -4.250
51 H -0.572 2.484 -2.673
52 H -2.648 0.444 -3.620
53 H -2.847 2.179 -3.675
54 H -4.036 1.431 -1.770
55 H -2.619 2.293 -1.192
56 H -2.832 -0.626 -1.371
57 H -3.033 0.233 -0.025
58 C 0.490 -5.730 -2.480
59 N 0.545 -4.440 -1.817
60 C 0.837 -4.244 -0.409
61 C 0.870 -2.729 -0.339
62 O 1.105 -2.045 0.651
63 N 0.583 -2.197 -1.553
64 C 0.446 -3.238 -2.391
65 N 0.213 -3.086 -3.697
66 H 0.296 -6.495 -1.733
67 H 1.428 -5.965 -2.986
68 H -0.332 -5.756 -3.195
69 H 1.795 -4.678 -0.117
70 H 0.055 -4.644 0.239
71 H 0.312 -2.169 -4.098
72 H 0.239 -3.872 -4.323

Atom charges from the Löwdin analysis, given in e for atoms 1 to 2: number 1, Gd, carries 1.69; number 2, C, carries -0.07